22
Properties=species:S:1:pos:R:3 method="wB97M-V/def2-TZVPD" e_homo_ev=-14.2 lumo_ev=-2.895 homo_lumo_gap_ev=11.31 e_above_lowest_ev=1.753 smiles="CC1(C2=[NH+]CCN2)CC1" total_energy_ha=-383.75277 total_charge=+1
C 0.323 -0.026 -0.043
C -1.868 1.141 0.360
C -1.846 -0.046 1.328
C 2.444 -0.238 0.934
C 2.544 0.075 -0.568
C -1.143 -0.077 -0.055
C -1.546 -0.973 -1.248
N 0.987 -0.087 1.103
N 1.126 0.078 -1.078
H -2.766 1.597 -0.175
H -1.348 1.984 0.647
H -1.351 -0.151 2.330
H -2.809 -0.522 1.310
H 2.677 -1.376 0.975
H 3.018 0.229 1.752
H 2.959 1.126 -0.882
H 3.101 -0.763 -1.043
H -2.472 -0.645 -1.631
H -1.696 -1.999 -0.919
H -0.791 -1.095 -2.042
H 0.520 -0.291 1.974
H 0.961 0.289 -2.032

22
Properties=species:S:1:pos:R:3 method="wB97M-V/def2-TZVPD" e_homo_ev=-14.5 lumo_ev=-2.893 homo_lumo_gap_ev=11.59 e_above_lowest_ev=4.571 total_energy_ha=-383.64919 total_charge=+1
C 0.628 1.546 0.193
C 0.101 -0.548 1.379
C -2.014 0.541 0.232
C 1.670 0.527 -0.501
C 0.693 -1.583 0.417
C -0.565 -0.102 -1.018
C -0.491 0.548 0.390
N -1.816 -0.643 -0.720
N 0.879 -0.817 -0.822
H 1.042 1.969 1.136
H 0.377 2.432 -0.599
H -0.782 -0.917 1.977
H 0.846 0.011 1.887
H -2.742 0.348 1.161
H -2.295 1.485 -0.235
H 1.976 0.917 -1.467
H 2.395 0.238 0.314
H 1.485 -2.153 1.017
H -0.081 -2.431 0.198
H -0.213 0.716 -1.991
H -2.519 -0.606 -1.474
H 1.426 -1.477 -1.476